DFT (ωB97M-V with the def2-TZVPD basis set) results for C26H27BaF9N4O7S as an isolated structure in a non-equilibrium geometry.

## Properties
Net charge: -2
E: -83685.4654 eV

Last column: Löwdin charge in e.
Geometry (Å):
Ba: 0.50 -0.14 0.14  2.275
O: 1.60 3.47 1.03  -0.009
C: 0.95 2.49 1.43  -0.646
O: -0.01 1.91 0.81  -0.374
C: 1.21 1.98 2.88  -0.096
C: 0.01 1.15 3.40  -0.256
C: 0.09 1.01 4.93  -0.102
C: 1.20 -0.08 5.08  -0.109
C: 1.61 -0.28 3.62  -0.254
O: 0.34 -0.18 2.94  -0.148
C: 2.40 0.96 3.09  -0.091
C: 3.24 0.49 1.89  -0.616
O: 4.45 0.31 2.08  -0.009
O: 2.56 0.20 0.83  -0.381
H: 1.37 2.88 3.47  0.138
H: -0.95 1.46 3.00  0.154
H: 0.36 1.95 5.41  0.104
H: -0.86 0.67 5.34  0.102
H: 2.04 0.23 5.70  0.106
H: 0.79 -1.01 5.48  0.103
H: 2.09 -1.23 3.40  0.156
H: 3.10 1.31 3.84  0.134
O: -1.31 -1.44 0.26  -0.415
C: -1.85 -2.61 0.36  -0.368
C: -3.26 -2.80 0.32  -0.025
C: -3.85 -4.04 0.41  -0.130
C: -3.07 -5.20 0.57  -0.149
C: -1.70 -5.05 0.62  -0.086
C: -1.07 -3.81 0.51  -0.078
C: 0.42 -3.73 0.56  -0.269
N: 1.15 -2.64 0.65  -0.016
C: 2.48 -3.04 0.69  -0.136
C: 2.55 -4.40 0.63  -0.102
N: 1.23 -4.82 0.55  0.080
H: -3.87 -1.90 0.21  0.101
H: -4.93 -4.13 0.37  0.085
H: -3.53 -6.18 0.66  0.073
H: -1.09 -5.94 0.76  0.086
H: 3.28 -2.31 0.76  0.104
H: 3.38 -5.09 0.62  0.092
H: 0.93 -5.77 0.47  0.122
C: -0.47 3.33 -1.87  -0.047
N: -1.69 3.64 -1.09  -0.172
C: -1.49 4.71 -0.12  -0.073
C: -2.73 2.79 -1.01  -0.781
S: -3.97 2.86 0.15  0.540
N: -2.73 1.82 -2.01  -0.238
C: -2.80 2.25 -3.39  -0.071
C: -3.32 0.52 -1.74  -0.106
H: 0.39 3.44 -1.20  0.075
H: -0.35 4.01 -2.72  0.090
H: -0.49 2.30 -2.21  0.063
H: -1.43 5.67 -0.65  0.083
H: -0.55 4.53 0.40  0.074
H: -2.32 4.73 0.57  0.020
H: -2.43 3.26 -3.50  0.078
H: -3.85 2.23 -3.74  0.084
H: -2.21 1.60 -4.03  0.076
H: -2.97 0.17 -0.77  0.055
H: -2.96 -0.18 -2.49  0.096
H: -4.42 0.55 -1.76  0.067
F: 2.09 2.42 -3.44  0.137
C: 2.63 1.35 -2.82  -0.527
F: 3.85 1.16 -3.37  0.143
F: 2.81 1.69 -1.54  0.171
C: 1.68 0.09 -2.97  -0.346
O: 0.67 0.11 -2.10  -0.426
C: 1.15 0.09 -4.46  -0.536
F: 0.69 -1.13 -4.80  0.146
F: 0.11 0.93 -4.59  0.140
F: 2.05 0.44 -5.40  0.135
C: 2.57 -1.21 -2.82  -0.556
F: 1.79 -2.27 -2.57  0.158
F: 3.31 -1.50 -3.90  0.140
F: 3.40 -1.07 -1.78  0.160